[1]
Below is a cluster of 3 separate species, C25H47FN2O4S in total at a distorted geometry, with properties calculated with ωB97M-V with the def2-TZVPD basis set.

Calculated values
Energy above the lowest of the compared OMol25 structures with the same formula, charge and spin, eV: 2.098
Frontier orbital gap (alpha / beta), eV: 9.22 / 9.23
LUMO energy (alpha / beta), eV: 0.37 / -0.15
Expectation value of S²: 2.009
Highest occupied orbital energy (alpha / beta), eV: -8.84 / -9.38
Multiplicity: 3

```
80
Properties=species:S:1:pos:R:3:forces:R:3:lowdin_charge:R:1
O 7.6992 5.2028 -2.5544 -1.93 -3.97 1.58 0.10
C 7.0266 4.2011 -2.2863 -0.56 0.53 -0.73 -0.39
O 7.4453 2.9614 -1.6599 0.39 0.85 -0.36 -0.08
C 6.5085 1.8453 -1.8526 -2.12 1.41 -2.29 -0.15
C 5.6775 2.4067 -3.1367 0.22 -0.13 0.47 -0.51
S 6.8172 2.5970 -4.6281 -0.30 -0.39 -0.33 0.76
C 5.4809 3.8914 -2.5844 0.25 0.55 -0.08 -0.26
C 4.5924 4.9474 -3.3924 -0.28 -0.56 0.48 -0.14
C 3.3101 4.2053 -4.0029 -0.34 0.64 0.53 -0.17
C 2.4737 3.3536 -2.9333 -1.00 -0.11 -1.09 -0.17
F 2.5392 3.8686 -1.5921 0.29 -0.47 -1.93 -0.11
H 6.9693 0.8527 -2.1542 -0.02 1.51 1.00 0.13
H 5.6791 1.8191 -1.0512 1.80 -0.30 -0.70 0.14
H 4.7821 1.7891 -3.4615 1.04 0.98 0.80 0.10
H 6.5146 1.6033 -5.5493 -0.25 0.52 1.20 -0.12
H 5.0412 3.8513 -1.5275 0.39 -0.27 -1.44 0.15
H 5.1465 5.5107 -4.2126 -0.60 -0.89 1.15 0.12
H 4.2010 5.6997 -2.6105 0.74 -1.05 -1.34 0.13
H 3.5865 3.5034 -4.8692 -0.38 1.10 1.24 0.12
H 2.6025 5.0355 -4.3783 1.17 -1.37 0.32 0.12
H 1.3661 3.4047 -3.2470 1.65 -0.06 0.66 0.13
H 2.7436 2.2428 -2.9646 -0.11 1.62 0.57 0.11
C -1.7508 2.6894 3.1994 0.16 0.19 0.26 -0.04
C -1.3508 1.5502 2.2274 -1.69 0.62 1.00 -0.47
C -0.9907 0.2811 3.0292 0.42 -0.15 -0.11 -0.13
C 0.3656 0.3636 3.7224 -0.02 0.02 0.03 -0.18
C 1.4593 0.7531 2.7353 -0.33 -0.28 -0.01 -0.14
C 1.1353 2.0354 1.9411 1.60 1.19 0.70 -0.48
N -0.2333 2.0122 1.3415 0.50 -3.85 -2.02 -0.04
O -0.1896 1.1870 0.2569 -0.26 1.98 1.61 -0.03
C 1.2880 3.2687 2.8620 -0.17 0.08 0.27 -0.04
C 2.2421 2.2429 0.8747 -0.52 -0.31 -0.29 -0.05
C -2.6538 1.2649 1.4384 0.50 -0.16 -0.64 -0.04
H -1.6490 3.6703 2.7265 0.07 -0.12 0.01 0.09
H -2.7955 2.6012 3.5120 0.12 -0.19 -0.19 0.08
H -1.1744 2.6872 4.1248 0.09 0.07 -0.10 0.06
H -0.9824 -0.5896 2.3621 -0.05 0.18 -0.12 0.12
H -1.7633 0.0801 3.7794 -0.08 0.20 -0.20 0.13
H 0.3300 1.0740 4.5537 0.00 0.02 -0.03 0.10
H 0.6061 -0.6085 4.1652 -0.03 0.09 -0.01 0.11
H 2.4030 0.8767 3.2778 -0.05 0.22 -0.19 0.12
H 1.6162 -0.0834 2.0434 -0.09 0.16 -0.12 0.12
H 0.9623 4.1810 2.3539 -0.03 -0.13 0.00 0.09
H 2.3346 3.4141 3.1467 -0.07 -0.17 -0.20 0.09
H 0.7441 3.1871 3.8006 -0.10 0.00 -0.08 0.06
H 2.3481 1.3845 0.2060 -0.24 0.09 0.03 0.08
H 3.2180 2.3812 1.3513 -0.26 0.00 0.24 0.09
H 2.0443 3.1279 0.2700 -0.08 -0.19 0.17 0.06
H -2.9546 2.1350 0.8468 0.10 -0.04 0.04 0.09
H -3.4759 1.0274 2.1182 0.28 0.10 0.17 0.09
H -2.5598 0.4076 0.7686 0.14 0.17 0.02 0.05
C -3.6884 -6.0250 1.1240 0.20 -0.21 -0.18 -0.04
C -4.4081 -4.6652 0.9359 -0.38 -1.82 0.94 -0.48
C -5.4061 -4.7602 -0.2377 0.06 0.32 -0.31 -0.14
C -4.7358 -4.7617 -1.6079 0.01 -0.05 0.01 -0.18
C -3.7862 -3.5787 -1.7510 -0.38 -0.01 0.15 -0.14
C -2.7593 -3.4789 -0.6038 1.75 -0.26 -1.05 -0.48
N -3.3944 -3.5819 0.7482 -2.92 3.18 -0.68 -0.04
O -4.0102 -2.3931 1.0117 1.58 -2.08 -0.04 -0.03
C -1.6859 -4.5805 -0.7700 -0.06 -0.34 0.03 -0.04
C -1.9554 -2.1651 -0.7813 -0.53 0.25 0.46 -0.04
C -5.2224 -4.4931 2.2450 0.15 0.76 -0.12 -0.05
H -2.7454 -5.9050 1.6647 -0.07 0.06 -0.10 0.09
H -4.2957 -6.7227 1.7082 -0.09 0.26 -0.06 0.08
H -3.4879 -6.5389 0.1837 0.11 0.10 0.02 0.06
H -6.1057 -3.9164 -0.1991 0.16 0.03 0.15 0.12
H -6.0167 -5.6645 -0.1384 0.16 0.05 0.24 0.13
H -4.2026 -5.7023 -1.7744 0.02 0.02 0.03 0.10
H -5.5034 -4.7070 -2.3867 0.07 -0.04 0.06 0.11
H -3.2672 -3.6511 -2.7130 0.18 0.06 0.22 0.12
H -4.3821 -2.6593 -1.7980 0.12 0.00 0.19 0.12
H -1.0064 -4.5991 0.0870 -0.13 0.03 -0.03 0.09
H -1.0769 -4.3986 -1.6607 -0.17 0.20 0.10 0.09
H -2.0968 -5.5791 -0.9025 -0.03 0.02 0.12 0.06
H -2.5949 -1.2798 -0.8107 0.00 -0.17 0.18 0.07
H -1.4044 -2.1726 -1.7267 -0.13 -0.29 0.11 0.09
H -1.2257 -2.0358 0.0231 -0.10 -0.01 -0.01 0.08
H -4.5607 -4.4167 3.1130 -0.02 0.03 -0.11 0.09
H -5.8818 -5.3499 2.4049 0.23 -0.07 -0.25 0.08
H -5.8692 -3.6129 2.2258 0.26 0.03 -0.05 0.08
```
Positions in Å, forces in eV/Å.

---

[2]
Below is a structure of composition C25H47GeIrN3O2SeSi3, with properties calculated with ωB97M-V with the def2-TZVPD basis set.

Calculated values
Energy above the lowest of the compared OMol25 structures with the same formula, charge and spin, eV: 0.000
Total charge: +2
Frontier orbital gap (alpha / beta), eV: 8.23 / 5.08
LUMO energy (alpha / beta), eV: -5.56 / -8.71
Expectation value of S²: 0.754
Highest occupied orbital energy (alpha / beta), eV: -13.79 / -13.79
Multiplicity: 2

```
83
Properties=species:S:1:pos:R:3:forces:R:3:lowdin_charge:R:1
Ir 1.0977 -1.0525 0.5448 0.26 0.03 0.02 1.19
C -1.3401 1.5101 2.4566 -0.09 0.03 -0.03 -0.17
Si -0.8982 -0.1562 3.2179 -0.01 0.02 -0.05 0.43
C -0.7187 0.0525 5.0717 0.00 -0.02 0.03 -0.15
C -2.3404 -1.3142 2.9269 -0.05 -0.03 0.04 -0.17
C 0.8091 -0.7986 2.6432 -0.08 -0.01 -0.11 -0.51
Si 1.1048 -2.6266 2.9764 -0.20 0.01 0.00 0.39
C -0.2970 -3.7838 2.5542 -0.02 -0.06 0.06 -0.17
C 2.3549 -2.9328 1.5741 -0.09 0.10 0.18 -0.19
C 1.6617 -3.1263 4.6793 0.02 -0.07 -0.04 -0.14
Si 2.1240 0.4271 3.2178 0.06 0.01 0.02 0.49
C 1.6009 2.2200 3.2133 0.04 0.07 -0.03 -0.16
C 3.0340 0.0811 4.8075 -0.03 0.02 0.01 -0.15
C 3.3980 0.3530 1.8132 -0.01 -0.02 -0.11 -0.26
C 4.6882 0.8677 1.8804 0.01 -0.02 -0.02 -0.03
C 5.5182 0.8301 0.7738 -0.01 -0.02 -0.02 -0.02
C 5.0378 0.2723 -0.4044 0.02 0.02 0.02 -0.03
C 3.7546 -0.2276 -0.4208 0.02 -0.02 -0.02 -0.11
N 2.9565 -0.1900 0.6567 0.05 0.04 0.27 -0.14
H -2.4133 1.5370 2.2550 -0.02 0.01 -0.03 0.04
H -0.8126 1.7353 1.5299 -0.03 -0.01 0.07 0.00
H -1.1232 2.3260 3.1485 -0.07 -0.06 -0.03 0.04
H -1.6684 0.4238 5.4661 0.00 -0.01 0.01 0.05
H 0.0510 0.7689 5.3644 -0.02 -0.01 0.00 0.02
H -0.5082 -0.8942 5.5748 0.00 0.02 -0.01 0.04
H -3.2521 -0.7226 3.0446 -0.02 0.00 0.00 0.04
H -2.3786 -2.1003 3.6832 -0.01 0.05 -0.04 0.03
H -2.3734 -1.7921 1.9481 0.01 0.04 0.07 0.02
H -0.6900 -3.6635 1.5460 -0.01 0.02 0.00 0.03
H -1.1314 -3.7223 3.2519 0.07 -0.03 -0.01 0.03
H 0.1069 -4.7980 2.6376 0.00 0.00 -0.02 0.05
H 2.0743 -2.6172 0.5143 0.06 -0.11 -0.28 0.00
H 2.3902 -4.0069 1.3778 -0.02 -0.01 -0.01 0.07
H 3.3590 -2.5488 1.7356 0.04 -0.02 0.03 0.05
H 0.8186 -2.9748 5.3601 0.04 0.00 0.02 0.04
H 2.5234 -2.6122 5.0893 0.08 0.07 0.00 0.02
H 1.8735 -4.1988 4.6803 0.00 0.01 -0.01 0.05
H 0.9116 2.4656 4.0224 0.05 -0.01 -0.03 0.04
H 1.1418 2.5206 2.2696 0.07 -0.01 0.06 0.03
H 2.4992 2.8265 3.3578 0.01 0.00 0.01 0.05
H 2.3565 -0.0589 5.6511 0.00 -0.03 -0.01 0.04
H 3.6590 0.9478 5.0399 -0.01 -0.01 0.01 0.05
H 3.6868 -0.7882 4.7433 0.01 -0.04 0.00 0.04
H 5.0385 1.2945 2.8114 -0.01 0.00 0.00 0.12
H 6.5248 1.2233 0.8240 0.00 0.00 0.00 0.13
H 5.6503 0.2133 -1.2925 0.00 0.00 0.00 0.12
H 3.3438 -0.6952 -1.3085 0.00 0.00 0.01 0.11
O -0.7499 -1.7666 0.0933 0.10 -0.28 0.15 -0.25
N -1.5585 -0.8875 -0.3713 -0.12 -0.13 -0.06 0.04
N -1.0643 0.2547 -0.5230 0.05 0.25 -0.07 -0.20
O 0.2332 0.5099 -0.2686 -0.05 0.10 -0.05 -0.26
C -1.8548 1.3398 -1.0431 -0.02 0.01 0.00 -0.21
C -1.2342 2.5595 -1.2579 0.00 0.03 -0.02 -0.03
C -1.9962 3.6146 -1.7433 0.00 0.00 0.01 -0.05
C -3.3489 3.4441 -1.9960 -0.01 0.01 0.03 -0.06
C -3.9510 2.2130 -1.7611 0.00 0.00 0.02 -0.06
C -3.2104 1.1464 -1.2800 0.01 0.02 -0.02 -0.01
H -0.1903 2.6924 -1.0132 -0.02 0.00 -0.01 0.11
H -1.5303 4.5780 -1.9002 0.00 0.00 0.00 0.12
H -3.9406 4.2749 -2.3557 0.00 0.00 -0.01 0.12
H -5.0105 2.0844 -1.9363 0.00 0.00 0.00 0.12
H -3.6766 0.1947 -1.0711 0.00 0.00 0.00 0.12
C -3.1013 -1.4600 -4.2891 0.00 -0.02 0.01 -0.20
Ge -2.3214 -0.2355 -5.5736 0.02 -0.01 -0.01 0.82
C -2.6020 1.6325 -5.1385 0.00 0.02 0.04 -0.20
C -2.5874 -0.6895 -7.4353 -0.02 0.00 -0.02 -0.19
C -0.2340 -0.5600 -5.4084 -0.04 -0.02 -0.05 -0.54
Se 0.3463 -0.1229 -3.7078 0.02 0.03 0.05 1.14
C 0.9508 1.6864 -3.9882 0.00 0.02 0.01 -0.30
H -4.1868 -1.3538 -4.3137 0.00 0.00 0.00 0.04
H -2.7643 -1.2423 -3.2749 0.00 0.00 0.01 0.00
H -2.8600 -2.4944 -4.5325 0.00 0.01 0.00 0.04
H -3.6607 1.8572 -5.2806 0.01 0.02 0.00 0.04
H -2.0340 2.2890 -5.7977 0.00 0.01 0.00 0.04
H -2.3597 1.8486 -4.0957 0.02 -0.01 -0.05 -0.01
H -3.6465 -0.5789 -7.6730 0.00 0.00 0.00 0.04
H -2.2986 -1.7205 -7.6341 0.00 0.00 0.00 0.04
H -2.0201 -0.0239 -8.0842 0.00 0.00 0.00 0.04
H 0.2355 0.0386 -6.1861 0.01 -0.01 0.01 0.05
H -0.1445 -1.6325 -5.5744 -0.01 0.00 0.00 0.04
H 0.1045 2.2871 -4.3161 -0.02 0.00 0.01 0.04
H 1.7355 1.6785 -4.7416 0.00 -0.01 0.00 0.05
H 1.3275 2.0499 -3.0357 -0.01 0.00 -0.02 0.03
```
Positions in Å, forces in eV/Å.

---

The highest energy above the lowest of the compared OMol25 structures with the same formula, charge and spin belongs to which entry?
C25H47FN2O4S